# 1
Computed, not measured: an isolated ion of composition C9H17N2O2 and charge +1 at a distorted geometry, with wB97M-V/def2-TZVPD.

Results
Relative energy (zero: lowest compared OMol25 entry of this formula, charge and spin): 288.50 kJ/mol
HOMO: -13.8 eV
Total charge: +1
F_max: 5.5 eV Å⁻¹

Structure (XYZ):
```
30
C9H17N2O2 wB97M-V/def2-TZVPD
C -0.45285 1.65661 1.77233
C -0.23890 0.25163 1.33276
C 1.11818 -0.36334 1.78717
C -1.36170 -0.72095 1.93736
O -1.94843 -1.35470 0.82714
C -2.01137 -0.53000 -0.31051
C -0.42224 -0.00322 -0.23181
N 0.48860 -1.15012 -0.68626
C 0.55275 -1.11543 -2.15573
C 1.64295 -0.03238 -2.29285
N 0.91706 1.21439 -1.93978
C -0.08535 1.25520 -1.00956
O -0.84021 2.18038 -0.90921
H 0.47463 2.04595 1.83564
H -0.86509 1.85191 2.71550
H -1.01190 2.19559 1.11921
H 1.79782 0.03576 1.10276
H 1.25240 -1.47019 1.92336
H 1.39996 0.21392 2.76624
H -1.05201 -1.47711 2.49795
H -2.17657 -0.25603 2.36950
H -2.69356 0.39174 -0.09345
H -2.09199 -0.97112 -1.26020
H -0.01152 -1.92383 -0.18870
H 1.36676 -1.07696 -0.24333
H -0.37725 -0.86151 -2.76879
H 0.89971 -2.03571 -2.43290
H 2.62958 -0.36249 -1.77292
H 1.90746 0.27624 -3.39381
H 1.19310 2.13577 -2.29714
```

# 2
Computed, not measured: C14H18N2O5 as an isolated structure at a distorted geometry, with wB97M-V/def2-TZVPD.

Results
Relative energy (zero: lowest compared OMol25 entry of this formula, charge and spin): 842.64 kJ/mol
HOMO: -9.2 eV
Total charge: 0
F_max: 7.4 eV Å⁻¹

Structure (XYZ):
```
39
C14H18N2O5 wB97M-V/def2-TZVPD
C 1.16236 -0.52047 -0.14509
C -0.26805 -1.10299 0.34319
C 2.05375 -0.68301 1.09310
C 3.40924 -0.13372 0.43885
C 3.56311 1.19144 0.25077
C 4.42066 -0.99692 -0.04840
C 4.53721 1.76943 -0.55639
C 5.61171 -0.53863 -0.53838
C 5.75199 0.87258 -0.77638
C -2.79303 -1.05076 0.31379
C -3.66121 -1.83625 -0.74463
C -3.34399 0.15007 0.90905
C -3.59660 1.36048 0.13260
C -5.06810 1.76724 -0.11362
H 1.76062 1.14171 -1.33329
H 0.81192 1.93092 -0.23700
H 1.34586 -1.25461 -1.02665
H 1.90181 -0.05678 2.19160
H 2.22661 -1.75329 1.39513
H 2.62273 1.71788 0.50573
H 4.41647 -2.19032 0.15686
H 4.50728 2.84700 -0.69472
H 6.50419 -1.18375 -0.84245
H 6.99166 1.21100 -0.85349
H -1.21922 0.26992 -0.84576
H -2.57323 -1.79942 1.19080
H -2.66306 0.29163 1.84377
H -4.24655 -0.04087 1.33707
H -3.35655 2.38558 0.93364
H -3.06814 1.44206 -1.13498
H -5.72577 -0.20333 0.32044
H -1.93846 -2.44679 -1.14671
N 1.02675 0.97450 -0.68469
N -1.39651 -0.71596 -0.33045
O -0.35026 -2.02468 1.24678
O -4.87378 -1.94367 -0.67143
O -5.54828 2.93684 -0.43526
O -6.06003 0.73852 0.16863
O -2.87514 -2.52254 -1.61203
```

# 3
Computed, not measured: an isolated ion of composition C7H11N2O and charge +1 at a distorted geometry, with wB97M-V/def2-TZVPD.

Results
Relative energy (zero: lowest compared OMol25 entry of this formula, charge and spin): 76.31 kJ/mol
Spin multiplicity: 3
HOMO (alpha / beta): -9.1 / -14.0 eV
Total charge: +1
F_max: 6.6 eV Å⁻¹

Structure (XYZ):
```
21
C7H11N2O wB97M-V/def2-TZVPD
C 1.73968 0.57136 0.92038
C 0.09286 1.50312 2.09051
C 0.61153 0.53462 0.14309
C 0.71388 -0.26833 -1.16977
C -1.87521 1.40119 0.74516
C 0.33297 -1.85683 -1.11763
C -0.43164 -2.31884 -2.25409
N 1.39162 1.17159 2.08591
N -0.41702 1.13636 0.94828
O 0.59892 -2.35104 -0.05300
H 2.69840 0.18294 0.79408
H -0.59097 1.90274 2.90750
H 0.00394 0.11957 -1.89237
H 1.65547 -0.08623 -1.56302
H -2.55402 1.28892 1.64107
H -2.00985 2.48884 0.44718
H -0.31582 -3.39556 -2.18023
H 0.10121 -1.91916 -3.24481
H -1.52101 -2.04573 -2.26839
H 1.96984 1.29979 2.95136
H -2.19479 0.64068 0.06881
```

# 4
Computed, not measured: one molecule with the formula C5H7N at a distorted geometry, with wB97M-V/def2-TZVPD.

Results
Relative energy (zero: lowest compared OMol25 entry of this formula, charge and spin): 499.83 kJ/mol
HOMO: -8.8 eV
Total charge: 0
F_max: 13.1 eV Å⁻¹

Structure (XYZ):
```
13
C5H7N wB97M-V/def2-TZVPD
C 1.11291 0.73858 -0.64094
C 1.32814 -0.52128 -0.08630
C 0.03375 -0.86876 0.66980
N -0.81507 -1.38906 -0.05853
C -1.01923 0.07247 0.41075
C -0.28396 1.08012 -0.49046
H 1.53563 1.26983 -1.40674
H 2.25522 -1.02592 0.18651
H 0.07932 -1.12378 1.77044
H -1.42972 -1.90582 0.32624
H -1.99643 0.19081 1.04164
H -0.54376 1.39084 -1.69559
H -0.25681 2.09196 -0.02683
```

# 5
Computed, not measured: an isolated ion of composition C7H11O4 and charge -1 at a distorted geometry, with wB97M-V/def2-TZVPD.

Results
Relative energy (zero: lowest compared OMol25 entry of this formula, charge and spin): 86.66 kJ/mol
HOMO: -4.1 eV
Total charge: -1
F_max: 8.0 eV Å⁻¹

Structure (XYZ):
```
22
C7H11O4 wB97M-V/def2-TZVPD
C -0.93105 -1.56817 -1.01805
C -1.12223 -0.19596 -0.51302
O -2.34439 0.36746 -0.67425
C -3.64079 -0.27088 -0.18562
O -3.59317 -1.37638 0.26993
O -4.52471 0.55387 -0.39026
C -0.03553 0.42615 -0.01655
O -0.16004 1.79130 0.37043
C 1.42832 -0.00489 -0.00420
C 1.76387 -0.18261 1.49751
C 2.32297 1.33369 -0.16562
H -0.23031 -2.19365 -0.62118
H -1.75015 -2.20682 -1.05332
H -0.77767 -1.57209 -2.04618
H -1.13494 1.74249 0.49753
H 1.59790 -0.73984 -0.65848
H 2.93195 -0.16939 1.60787
H 1.34380 0.58549 2.12360
H 1.31089 -1.18582 1.78540
H 1.94761 1.98554 -0.97060
H 3.29864 0.97002 -0.60639
H 2.29902 1.91050 0.77145
```

# 6
Computed, not measured: C45H38Br2IKN8O4 as an isolated structure at a distorted geometry, with wB97M-V/def2-TZVPD.

Results
HOMO: -1.8 eV
Total charge: -2
F_max: 3.5 eV Å⁻¹

Structure (XYZ):
```
99
C45H38Br2IKN8O4 wB97M-V/def2-TZVPD
K 1.01166 0.30982 -1.78091
O 2.45558 1.38206 0.21794
C 2.92901 2.48867 0.58867
C 3.92128 2.63824 1.64105
C 4.48352 3.85427 2.05403
C 3.80075 5.02180 1.70589
C 2.81015 4.98263 0.70876
C 2.51527 3.81784 -0.01004
C 1.80834 3.80283 -1.30069
N 2.02102 2.97190 -2.20714
C 1.62199 3.20217 -3.63294
C 0.14148 3.06325 -3.98455
N -0.33307 1.68274 -3.82912
C -1.32272 1.26169 -4.53396
C -1.58842 -0.11007 -4.86485
C -2.50662 -0.42697 -5.85172
C -2.43386 -1.63161 -6.55960
C -1.53867 -2.60854 -6.21947
C -0.75695 -2.41636 -5.08803
C -0.87340 -1.24834 -4.24806
O -0.33055 -1.23518 -3.10145
H 4.29728 1.74469 2.08728
H 5.35059 3.86119 2.67277
H 3.96819 5.93099 2.28948
H 2.23657 5.88993 0.45575
H 1.12023 4.66286 -1.44204
H 2.18232 2.44564 -4.23368
H 1.96746 4.18176 -3.92711
H 0.06182 3.37986 -5.02710
H -0.42683 3.82747 -3.37287
H -1.97187 2.02437 -5.04867
H -3.30791 0.25412 -6.09313
H -3.10740 -1.71571 -7.40714
H -1.48018 -3.48503 -6.84531
H -0.09967 -3.17356 -4.78270
C -2.74157 -1.55759 3.06056
C -1.39864 -2.16096 2.92989
N -1.02793 -2.92001 3.94827
C 0.06093 -3.62290 3.95795
C 0.95783 -3.69255 2.87296
C 2.26594 -4.50172 2.80687
O 2.67371 -5.15493 4.06112
C 0.63240 -2.82580 1.76132
C 1.60865 -2.73722 0.72003
N 1.27746 -2.94358 -0.53098
C 2.02817 -3.74444 -1.36775
C 1.29504 -4.49223 -2.36612
C 1.85504 -5.68168 -2.85444
C 3.23474 -5.96947 -2.61214
C 4.00265 -5.13750 -1.81407
C 3.45815 -3.93302 -1.32810
I 4.39629 -2.13888 -1.02391
C -0.53275 -1.96770 1.73778
O -0.84175 -1.22319 0.75239
H -3.30603 -1.51013 2.05863
H -2.67861 -0.48413 3.32276
H -3.33859 -2.08420 3.79373
H 0.13341 -4.20221 4.91600
H 3.10655 -3.88677 2.48107
H 2.07744 -5.22802 2.00951
H 2.97995 -6.05011 3.89486
H 2.62489 -2.70935 1.18902
H 0.27547 -4.18524 -2.61368
H 1.15664 -6.31871 -3.39313
H 3.70945 -6.85526 -3.09466
H 5.05299 -5.34374 -1.59073
Br 0.21299 1.57525 8.22522
C 0.98166 2.17873 6.62134
C 2.25612 1.81966 6.22276
C 2.67237 2.18288 4.95236
N 1.96532 2.87822 4.05860
C 0.72648 3.24750 4.47482
C 0.22864 2.98461 5.76977
C -0.10233 3.94659 3.46354
C -0.93814 5.01495 3.82494
C -1.76540 5.60734 2.85704
Br -2.76400 7.17396 3.28158
C -1.76827 5.10387 1.57472
C -0.91771 4.01355 1.33231
N -0.14861 3.41613 2.24238
H 2.96051 1.26513 6.88682
H 3.65969 1.89372 4.59966
H -0.79810 3.21261 6.00509
H -0.86936 5.28338 4.85583
H -2.45068 5.60209 0.88359
H -0.86686 3.52849 0.33952
N -3.25673 -2.44146 -0.64773
C -4.34002 -1.73196 -1.03099
C -5.26923 -2.35108 -1.92565
C -6.27504 -1.53083 -2.41802
C -6.42344 -0.20201 -1.94817
C -5.52602 0.21841 -1.01448
N -4.49497 -0.52823 -0.59456
H -2.99452 -3.26680 -1.16477
H -2.62903 -1.89968 -0.08227
H -5.11638 -3.37471 -2.22297
H -6.85416 -1.83844 -3.24893
H -7.19556 0.44523 -2.31362
H -5.52355 1.20469 -0.57412
```

# 7
Computed, not measured: C3H5N3 as an isolated structure at a distorted geometry, with wB97M-V/def2-TZVPD.

Results
Relative energy (zero: lowest compared OMol25 entry of this formula, charge and spin): 355.77 kJ/mol
HOMO: -9.5 eV
Total charge: 0
F_max: 1.5 eV Å⁻¹

Structure (XYZ):
```
11
C3H5N3 wB97M-V/def2-TZVPD
C 1.81655 0.00645 0.14643
N -1.53800 0.87746 -0.48742
C 0.38076 -0.23351 -0.03145
C -1.50023 -0.49481 -0.20209
N -0.68755 0.46048 0.67038
N -0.28229 -1.08119 -0.74015
H -2.36938 1.32631 -0.10312
H -2.33387 -1.08301 0.14891
H 2.03443 1.05221 -0.07014
H 2.09835 -0.18306 1.18213
H 2.38124 -0.64732 -0.51348
```

# 8
Computed, not measured: a 9-piece molecular cluster, C4H23O10 overall at a distorted geometry, with wB97M-V/def2-TZVPD.

Results
Relative energy (zero: lowest compared OMol25 entry of this formula, charge and spin): 566.15 kJ/mol
HOMO: -3.8 eV
Total charge: -1
F_max: 8.0 eV Å⁻¹

Structure (XYZ):
```
37
C4H23O10 wB97M-V/def2-TZVPD
O 0.41896 -0.50455 1.73693
C -0.55390 0.24828 1.75947
C -0.50158 1.41414 1.09995
C -1.82811 2.12613 1.05463
C -3.03147 1.49568 0.46631
O -2.96065 1.24857 -0.90846
H -1.29113 0.02023 2.44818
H -2.26035 0.69472 -1.32206
H 0.33202 2.01973 0.89800
H -2.01811 2.22360 2.22328
H -1.68719 3.18797 0.62510
H -3.47597 0.61393 0.79843
H -3.93479 2.20285 0.64668
H 3.08122 1.55103 -0.00363
H 2.79720 1.55979 -1.49160
O 3.41478 1.96534 -0.87108
H 2.42593 -0.18674 1.68602
H 2.16130 1.25015 2.09176
O 2.90170 0.62176 1.76215
H -0.42540 -2.63307 3.34703
H 0.15273 -2.21570 1.99252
O -0.07677 -3.00547 2.45870
H -0.88594 -4.11844 -0.54780
H -0.32558 -4.01393 0.88199
O -0.12587 -4.24925 0.02440
H -1.72780 -1.88360 -2.13838
H -2.53955 -1.34071 -3.38889
O -2.38611 -2.14298 -2.81682
H 1.09657 -0.27925 0.41196
H 1.66806 -1.21449 -0.85279
O 1.75788 -0.46658 -0.43093
H 2.98142 0.61385 -2.50627
H 1.62668 -0.23227 -2.37822
O 2.08393 0.47832 -3.03778
H 0.61904 1.97243 -1.36326
H -0.75317 2.49104 -0.91797
O -0.29372 1.80629 -1.34488
```